{"formula": "C4H13N3O", "method": "ωB97M-V/def2-TZVPD", "species": ["H", "C", "N", "O", "H", "H", "H", "H", "C", "H", "H", "N", "H", "H", "N", "C", "C", "H", "H", "H", "H"], "xyz": [[1.82461, -1.33403, -0.19069], [-0.19708, 0.38938, -0.97411], [1.07002, -1.97544, -0.02080], [3.06800, -3.88012, 1.48443], [0.30659, 2.44745, -0.55348], [-1.68961, 2.65068, 1.15047], [2.48312, -3.69546, 2.22617], [1.26605, -2.94994, 0.05682], [-0.28709, -1.69711, 0.08902], [-1.98704, 3.99681, -1.02073], [-0.76509, -2.49857, 0.65185], [-0.94686, -0.69883, -0.33868], [0.27743, 1.40196, 0.89518], [3.88166, -3.58353, 1.89785], [-2.09965, 3.01612, -0.87700], [-0.21265, 1.62240, -0.04200], [-1.65977, 2.14916, 0.18276], [-0.75223, 0.60217, -1.89304], [-2.33368, 1.28583, 0.20900], [-2.09587, 2.60760, -1.79138], [0.84913, 0.14345, -1.14165]], "homo_energy_ev": -8.35, "spin_multiplicity": 1, "charge": 0, "smiles": "N/C=N\\CCCN.O"}

{"formula": "C29H45BO2P2Tl", "method": "ωB97M-V/def2-TZVPD", "species": ["C", "H", "C", "H", "C", "H", "H", "H", "H", "B", "H", "H", "H", "C", "H", "C", "Tl", "H", "H", "C", "C", "H", "C", "C", "H", "H", "C", "H", "C", "C", "C", "H", "H", "C", "C", "C", "H", "H", "H", "H", "P", "C", "H", "C", "H", "C", "C", "H", "H", "H", "C", "C", "H", "H", "H", "H", "P", "H", "C", "H", "H", "C", "H", "H", "C", "O", "H", "H", "H", "H", "C", "H", "H", "C", "H", "C", "O", "H", "H", "C"], "xyz": [[-0.97682, 2.55574, 5.09326], [-4.88776, -4.20454, -3.18574], [-1.36386, 1.49578, 4.25060], [2.11066, -2.42328, 0.22924], [1.55814, 3.36593, 0.40060], [-1.47289, -1.19314, -0.82564], [-7.33889, 2.15345, -3.03843], [-3.64844, -2.88344, 0.38221], [2.73035, -1.62619, 1.69218], [-2.39506, 1.78571, 0.81161], [-4.63029, 0.91440, -5.64020], [-0.86193, 4.70201, 5.35982], [0.88259, -1.29656, -2.61864], [-3.03620, -2.07552, -2.03222], [3.76948, -1.80090, 0.26933], [1.88352, 0.01277, -1.22488], [-5.09216, 1.92476, -1.03162], [1.64297, 4.02764, -0.47046], [-6.90694, -1.01434, -3.20173], [-4.63684, 0.11458, -4.89013], [-1.13804, 3.88896, 4.68384], [-2.83114, -1.45400, -2.92509], [-2.96202, -2.04563, 0.55886], [-1.82499, 1.80723, 3.00482], [-1.78159, -5.26480, -1.72986], [-6.39481, -3.38674, -3.65096], [-0.68224, -3.84858, -0.51710], [2.26527, -0.42092, -3.28503], [2.25921, -0.28972, 0.10985], [-5.32164, -3.23938, -3.48192], [1.73669, 1.95220, 0.01127], [-1.85451, 5.21188, 3.07804], [2.53193, -1.78678, -2.18067], [-0.84525, -3.35705, 0.89839], [-2.00663, -4.29941, -1.23631], [2.48035, 1.08966, 2.30289], [0.74222, 3.11388, -2.23902], [-2.75205, -4.53166, -0.46015], [-6.58061, 2.36960, -4.64817], [-0.57803, 2.33765, 6.08509], [-5.03848, -2.07473, -2.11287], [-1.68383, 4.19247, 3.42309], [-4.86247, -2.87989, -4.41331], [-6.10801, -0.66203, -2.52391], [-3.60930, -0.23550, -4.74205], [1.89067, -0.91882, -2.38025], [1.09234, 2.10757, -2.49053], [-2.97249, -0.30764, -0.72879], [-5.19039, -3.70674, -0.28457], [3.14262, 1.95670, 2.44763], [2.73734, -1.60081, 0.59932], [2.16857, 0.90899, 0.87406], [-0.07843, -4.76420, -0.41086], [-1.28189, 0.44829, 4.53319], [0.27337, 1.56998, -2.98870], [1.56537, 1.26243, 2.88892], [-5.30077, 0.79973, -3.32109], [-3.53054, -1.33124, 1.17548], [-6.84151, 1.63782, -3.87287], [-6.18979, -2.23265, 0.02462], [-0.12584, -3.79491, 1.59568], [1.53630, 1.38940, -1.28346], [-0.09478, -3.17428, -1.17830], [-2.54686, -3.79391, -3.27358], [-5.83765, -2.94346, -0.73743], [-2.32494, 3.15193, 1.27568], [-6.61853, -0.34550, -1.59451], [-6.71725, -3.45882, -1.14915], [-1.80992, -2.23843, 2.41703], [2.33294, 3.67625, 1.11932], [-1.99590, 3.13461, 2.59569], [0.56866, 3.54193, 0.85148], [2.97581, 0.19787, 2.70289], [-1.79619, -2.52489, 1.36141], [-5.22602, -0.71414, -5.30073], [-2.56179, -1.33115, -0.75728], [-2.01457, 0.98822, 1.92129], [1.91388, 2.19075, -3.22390], [-7.53604, 0.90000, -4.29840], [-2.54262, -3.41582, -2.24601]], "homo_energy_ev": [-8.54, -8.44], "spin_multiplicity": 1, "charge": 1}

{"formula": "C4H6N2S2", "method": "ωB97M-V/def2-TZVPD", "species": ["H", "H", "H", "S", "H", "N", "H", "C", "N", "S", "C", "H", "C", "C"], "xyz": [[-1.20129, -2.41615, 0.99203], [-2.35197, 0.81557, -0.69490], [1.74655, 1.49973, -0.32368], [2.84951, -0.86944, -0.07854], [-0.46723, 2.80648, 0.02488], [1.21789, -1.38715, -0.19657], [3.38370, -2.14744, 0.08757], [0.41009, -0.33906, -0.20684], [-0.88511, -0.48954, -0.17892], [-1.81766, -1.90471, -0.18596], [0.72781, 1.05664, -0.22098], [-1.71514, 0.90404, 1.11790], [-0.37051, 1.69691, -0.13018], [-1.52666, 0.77413, -0.00580]], "homo_energy_ev": -7.50, "spin_multiplicity": 1, "charge": 0, "smiles": "S/N=C1\\C=CCN1S"}

{"formula": "C13H40O7", "method": "ωB97M-V/def2-TZVPD", "species": ["H", "C", "H", "H", "C", "H", "H", "C", "H", "H", "C", "H", "H", "H", "H", "H", "H", "H", "O", "H", "H", "O", "O", "H", "H", "H", "O", "H", "H", "C", "C", "C", "H", "H", "H", "C", "H", "H", "C", "O", "H", "H", "H", "C", "H", "H", "H", "C", "H", "H", "H", "H", "C", "H", "C", "H", "O", "H", "O", "H"], "xyz": [[-3.99557, -26.02465, 13.17289], [-4.78063, -22.05838, 8.82269], [-8.08017, -23.11584, 10.34095], [-6.22994, -23.74634, 9.98328], [-5.81510, -26.87852, 6.57288], [-10.96714, -24.43056, 12.77416], [-9.04099, -24.83503, 10.97232], [-4.06799, -24.94418, 13.47841], [-7.23904, -24.07065, 12.48039], [-6.05216, -27.24668, 7.53165], [-8.26794, -24.08909, 12.77762], [-6.59815, -21.15608, 9.44436], [-6.72845, -26.72036, 10.00409], [-1.56971, -25.70956, 10.84379], [-8.62402, -27.09886, 8.75937], [-3.90654, -26.12165, 7.31515], [-6.54841, -21.10601, 11.59281], [-5.58481, -22.50569, 11.82593], [-6.67847, -23.01242, 9.56444], [-5.39479, -27.08431, 11.10398], [-11.33775, -24.02071, 11.19506], [-1.74893, -26.57549, 8.98097], [-8.96467, -23.01410, 10.81145], [-9.94155, -26.19484, 8.15719], [-5.24319, -27.61320, 6.02541], [-6.65340, -26.61629, 5.88747], [-8.47743, -25.03283, 8.33333], [-0.91855, -26.32130, 8.70834], [-8.57251, -23.42536, 13.59511], [-5.98734, -21.96352, 9.76335], [-5.69692, -21.62293, 11.14875], [-4.80781, -25.76049, 6.81370], [-3.18833, -23.30383, 12.78874], [-3.17815, -25.53170, 10.19565], [-5.24102, -24.92261, 4.74446], [-4.48646, -25.16871, 5.37942], [-8.48659, -25.04765, 13.19368], [-3.33864, -24.73750, 14.28518], [-5.65171, -26.50087, 10.23980], [-5.51017, -25.07767, 10.41122], [-1.83625, -24.49681, 9.61635], [-4.08372, -21.17812, 8.85311], [-8.30724, -24.47629, 7.49107], [-8.85826, -26.36628, 8.04324], [-5.11395, -26.89948, 9.36114], [-10.78977, -22.68630, 12.19391], [-3.87185, -24.34905, 5.42511], [-2.13514, -25.54558, 9.93283], [-4.14278, -22.82063, 9.00124], [-5.17393, -24.87078, 13.72306], [-4.00685, -25.97267, 4.82435], [-4.66529, -21.19666, 11.25904], [-10.63706, -23.78841, 11.96824], [-4.83614, -24.96836, 11.04891], [-9.18150, -23.95356, 11.61209], [-5.47992, -25.13256, 8.35886], [-3.59985, -24.10451, 12.46573], [-5.05056, -22.23700, 7.83063], [-5.13246, -24.78896, 7.55805], [-8.82126, -26.60365, 6.99783]], "homo_energy_ev": -8.57, "spin_multiplicity": 1, "charge": 0, "smiles": "CC(C)O.CC(C)O.CC(C)O.CO.CO.CO.CO"}